Model w:
9
Properties=species:S:1:pos:R:3 method="wB97M-V/def2-TZVPD" orbital_gap_ev="7.74 / 7.50" homo_energy_ev="-6.84 / -10.36" lumo_energy_ev="0.904 / -2.859" multiplicity=3
C -1.786 0.323 -0.022
N 1.457 0.120 0.029
N 0.787 -0.923 0.036
O 2.669 0.276 -0.040
O -1.092 1.292 0.091
H -1.704 -0.374 -0.868
H -2.559 0.072 0.718
H 1.377 -1.759 -0.025
H 0.851 0.975 0.081

***

Model x:
9
Properties=species:S:1:pos:R:3 method="wB97M-V/def2-TZVPD" orbital_gap_ev="10.91 / 9.00" homo_energy_ev="-10.36 / -11.01" lumo_energy_ev="0.544 / -2.013" multiplicity=3
C 1.084 -0.936 -0.306
N -0.687 1.664 -0.310
N 0.136 -1.510 -1.154
O -0.192 -2.607 -0.878
O -0.363 -0.759 -1.997
H 1.648 -0.181 -0.654
H 1.220 -1.416 0.556
H -0.490 1.924 -1.237
H -1.527 1.113 -0.307

***

The least stable of them is model x.

***

Model w:
60
Properties=species:S:1:pos:R:3 method="wB97M-V/def2-TZVPD" orbital_gap_ev=10.12 homo_energy_ev=-9.38 lumo_energy_ev=0.742
C 5.483 4.784 -0.194
C 4.127 4.238 -0.625
C 3.403 3.509 0.500
C 2.047 2.957 0.082
C 1.347 2.226 1.219
C 0.009 1.631 0.887
C -0.596 1.691 -0.293
C -1.953 1.107 -0.564
C -1.986 0.401 -1.918
O -1.303 0.810 -2.843
N -2.788 -0.693 -2.050
C -2.825 -1.362 -3.350
C -3.165 -2.843 -3.213
C -2.234 -3.562 -2.270
C -2.727 -4.571 -1.286
C -2.235 -3.245 -0.781
C -0.837 -3.280 -0.217
O -0.243 -4.310 0.043
N -0.258 -2.054 -0.064
C 1.026 -1.893 0.557
C 0.924 -1.384 1.961
N 1.876 -0.921 2.701
C 1.208 -0.584 3.857
C 1.879 0.015 5.038
N -0.068 -0.825 3.826
O -0.267 -1.370 2.553
C -3.199 -2.249 -0.139
C -3.744 -1.135 -1.048
H 5.986 5.301 -1.012
H 5.375 5.490 0.631
H 6.137 3.978 0.145
H 3.498 5.057 -0.986
H 4.256 3.556 -1.470
H 4.032 2.688 0.863
H 3.273 4.192 1.347
H 1.416 3.775 -0.281
H 2.180 2.274 -0.764
H 2.001 1.430 1.591
H 1.215 2.912 2.064
H -0.498 1.126 1.709
H -0.131 2.187 -1.137
H -2.254 0.460 0.260
H -2.695 1.912 -0.626
H -3.548 -0.867 -4.008
H -1.845 -1.235 -3.806
H -4.200 -2.981 -2.894
H -3.097 -3.298 -4.203
H -1.246 -3.749 -2.679
H -3.798 -4.730 -1.237
H -2.114 -5.434 -1.071
H -0.753 -1.230 -0.357
H 1.518 -2.866 0.569
H 1.655 -1.200 -0.004
H 1.155 0.206 5.826
H 2.649 -0.661 5.409
H 2.364 0.948 4.754
H -4.043 -2.784 0.302
H -2.683 -1.787 0.707
H -4.068 -0.290 -0.442
H -4.639 -1.468 -1.573

***

Model x:
60
Properties=species:S:1:pos:R:3 method="wB97M-V/def2-TZVPD" orbital_gap_ev=9.79 homo_energy_ev=-9.15 lumo_energy_ev=0.644
C -7.211 2.539 -2.292
C -5.703 2.719 -2.183
C -5.040 1.636 -1.341
C -3.531 1.802 -1.227
C -2.877 0.716 -0.368
C -1.388 0.860 -0.311
C -0.724 1.408 0.697
C 0.760 1.604 0.698
C 1.404 1.173 2.011
O 0.726 0.849 2.971
N 2.767 1.195 2.068
C 3.406 0.830 3.336
C 4.745 0.141 3.126
C 4.644 -1.095 2.269
C 5.635 -1.387 1.206
C 4.210 -1.043 0.798
C 3.419 -2.285 0.455
O 3.707 -3.372 0.933
N 2.350 -2.177 -0.381
C 1.549 -3.349 -0.671
C 0.191 -2.955 -1.140
N -0.950 -3.478 -0.845
C -1.822 -2.736 -1.611
C -3.292 -2.950 -1.596
N -1.254 -1.825 -2.340
O 0.107 -1.967 -2.037
C 3.938 0.265 0.061
C 3.627 1.492 0.938
H -7.669 3.324 -2.895
H -7.457 1.579 -2.750
H -7.679 2.561 -1.305
H -5.256 2.719 -3.182
H -5.477 3.698 -1.749
H -5.483 1.635 -0.338
H -5.266 0.654 -1.773
H -3.085 1.789 -2.227
H -3.296 2.780 -0.797
H -3.290 0.762 0.644
H -3.143 -0.264 -0.778
H -0.841 0.538 -1.194
H -1.252 1.724 1.591
H 1.200 1.062 -0.142
H 1.005 2.661 0.538
H 3.535 1.720 3.961
H 2.713 0.172 3.858
H 5.486 0.830 2.718
H 5.129 -0.150 4.106
H 4.240 -1.968 2.766
H 6.367 -0.615 0.998
H 5.946 -2.411 1.057
H 2.093 -1.309 -0.811
H 2.021 -3.971 -1.439
H 1.453 -3.957 0.225
H -3.767 -2.340 -2.361
H -3.516 -4.002 -1.765
H -3.691 -2.672 -0.620
H 4.772 0.511 -0.601
H 3.085 0.142 -0.602
H 3.184 2.268 0.315
H 4.549 1.918 1.328

***

The least stable of them is model x.

***

Model w:
21
Properties=species:S:1:pos:R:3 method="wB97M-V/def2-TZVPD" orbital_gap_ev="6.76 / 7.57" homo_energy_ev="-6.52 / -7.00" lumo_energy_ev="0.245 / 0.571"
C -0.270 -1.152 0.538
C -1.770 -1.166 0.771
C 0.206 -1.775 -0.747
H 0.259 -1.530 1.414
H -0.422 0.512 -0.213
H -2.050 -0.591 1.657
H -2.148 -2.190 0.916
H -2.320 -0.742 -0.074
H 1.174 -2.270 -0.633
H -0.501 -2.511 -1.153
H 0.344 -1.021 -1.550
N -0.445 2.375 0.635
N 1.912 0.678 0.177
C -0.096 1.594 -0.558
C 1.288 1.283 -0.833
H -0.370 1.804 1.470
H 0.167 3.175 0.744
H 2.779 0.201 -0.033
H 1.189 0.095 0.731
H -0.645 1.943 -1.430
H 1.717 1.290 -1.829

***

Model x:
21
Properties=species:S:1:pos:R:3 method="wB97M-V/def2-TZVPD" orbital_gap_ev=9.94 homo_energy_ev=-8.78 lumo_energy_ev=1.154
C -1.556 1.387 -2.642
C -0.662 0.313 -1.979
C -0.835 0.225 -0.488
N 0.293 -0.497 0.140
C 0.053 -0.866 1.511
C 1.396 -1.012 2.254
N 2.010 0.300 2.401
H -1.082 2.366 -2.578
H -2.566 1.406 -2.237
H -1.634 1.118 -3.693
H -0.942 -0.625 -2.465
H 0.374 0.517 -2.233
H -0.788 1.218 -0.035
H -1.769 -0.254 -0.173
H 0.540 -1.320 -0.382
H -0.418 -1.861 1.614
H -0.565 -0.174 2.079
H 2.009 -1.776 1.751
H 1.265 -1.482 3.237
H 1.860 0.798 1.530
H 3.016 0.220 2.388

***

Model y:
21
Properties=species:S:1:pos:R:3 method="wB97M-V/def2-TZVPD" orbital_gap_ev=9.65 homo_energy_ev=-8.66 lumo_energy_ev=0.991
C 3.148 -0.704 0.005
C 1.977 0.267 0.061
N 0.736 -0.478 0.126
C -0.504 0.288 -0.141
C -0.962 0.113 -1.579
C -1.580 -0.172 0.840
N -2.832 0.588 0.622
H 3.269 -1.056 -1.015
H 2.997 -1.589 0.618
H 4.086 -0.231 0.283
H 2.083 0.978 0.884
H 1.939 0.829 -0.867
H 0.637 -0.894 1.043
H -0.286 1.343 0.068
H -1.686 0.901 -1.809
H -0.122 0.287 -2.254
H -1.425 -0.857 -1.769
H -1.709 -1.243 0.669
H -1.272 -0.057 1.880
H -3.629 -0.027 0.754
H -2.928 1.230 1.408

***

The least stable of them is model w.

***

Model w:
21
Properties=species:S:1:pos:R:3 method="wB97M-V/def2-TZVPD" orbital_gap_ev=9.64 homo_energy_ev=-8.55 lumo_energy_ev=1.086
C -2.271 0.616 -2.177
N -1.438 -0.152 -1.304
C -1.174 0.374 0.107
C -0.343 -0.721 0.866
C 1.139 -0.927 0.576
C 1.893 0.477 0.698
N 3.256 0.253 1.282
H -2.223 0.568 -3.243
H -3.358 0.447 -1.964
H -2.149 1.723 -2.040
H -1.736 -1.153 -1.275
H -2.189 0.621 0.581
H -0.665 1.383 0.056
H -0.998 -1.686 0.734
H -0.221 -0.533 1.979
H 1.183 -1.158 -0.495
H 1.430 -1.704 1.266
H 1.927 1.044 -0.250
H 1.314 1.054 1.427
H 3.060 0.165 2.229
H 3.562 -0.692 0.949

***

Model x:
21
Properties=species:S:1:pos:R:3 method="wB97M-V/def2-TZVPD" orbital_gap_ev=9.68 homo_energy_ev=-8.62 lumo_energy_ev=1.061
C -2.053 -0.247 0.553
C -0.950 -0.831 -0.300
N -1.097 -2.308 -0.275
C 0.428 -0.527 0.266
N 0.756 0.902 0.374
C 0.610 1.563 -0.884
C 2.125 1.027 0.830
H -3.031 -0.221 0.073
H -2.227 -0.691 1.516
H -1.882 0.818 0.739
H -1.117 -0.518 -1.325
H -0.434 -2.796 -0.892
H -2.004 -2.560 -0.657
H 0.467 -0.947 1.273
H 1.160 -0.988 -0.425
H -0.419 1.449 -1.200
H 1.242 1.080 -1.647
H 0.921 2.593 -0.831
H 2.237 0.775 1.888
H 2.798 0.386 0.245
H 2.469 2.044 0.680

***

The least stable of them is model w.

***

Model w:
21
Properties=species:S:1:pos:R:3 method="wB97M-V/def2-TZVPD" orbital_gap_ev=9.04 homo_energy_ev=-7.93 lumo_energy_ev=1.110
C 0.928 -2.267 0.075
C 0.618 -0.900 0.682
C 0.246 0.157 -0.361
C 0.271 1.589 0.172
N 1.623 2.055 0.364
N -1.014 -0.180 -1.018
C -2.292 0.101 -0.443
H 1.724 -2.754 0.642
H 1.332 -2.165 -0.934
H 0.044 -2.896 0.049
H -0.185 -0.959 1.433
H 1.460 -0.534 1.259
H 1.006 0.101 -1.142
H -0.257 2.210 -0.554
H -0.314 1.603 1.094
H 1.998 1.867 1.284
H 1.742 3.046 0.201
H -0.955 -0.493 -1.967
H -2.544 -0.582 0.391
H -3.058 -0.105 -1.183
H -2.374 1.108 -0.045

***

Model x:
21
Properties=species:S:1:pos:R:3 method="wB97M-V/def2-TZVPD" orbital_gap_ev=9.62 homo_energy_ev=-8.49 lumo_energy_ev=1.136
C 0.293 0.351 -2.503
C -0.541 -0.150 -1.186
C -2.056 0.142 -1.144
C 0.055 0.658 0.066
N -0.225 -0.093 1.290
C 0.822 -0.010 2.287
N 2.022 -0.901 2.315
H 1.352 0.567 -2.258
H 0.001 1.372 -2.629
H 0.269 -0.435 -3.343
H -0.243 -1.228 -1.126
H -2.414 1.013 -1.710
H -2.597 -0.688 -1.739
H -2.617 0.094 -0.300
H -0.312 1.642 0.187
H 1.118 0.860 -0.140
H -0.491 -1.094 1.158
H 1.144 1.098 2.389
H 0.273 -0.278 3.188
H 1.845 -1.835 1.965
H 2.298 -1.085 3.236

***

Model y:
21
Properties=species:S:1:pos:R:3 method="wB97M-V/def2-TZVPD" orbital_gap_ev=9.52 homo_energy_ev=-8.41 lumo_energy_ev=1.106
C 0.035 -0.690 1.976
C 1.104 -0.120 0.942
N 2.060 0.905 1.500
C 0.180 0.649 -0.057
N -0.465 -0.293 -1.073
C -0.017 0.047 -2.431
C -1.896 -0.331 -0.916
H 0.735 -1.041 2.928
H -0.852 -0.141 2.247
H -0.281 -1.635 1.619
H 1.708 -0.893 0.374
H 1.616 1.548 2.033
H 2.957 0.487 1.972
H -0.584 1.080 0.588
H 0.714 1.441 -0.504
H 1.006 0.448 -2.576
H -0.844 0.725 -2.973
H -0.131 -0.883 -3.063
H -2.143 -0.738 0.062
H -2.557 0.481 -1.106
H -2.345 -1.047 -1.541

***

The least stable of them is model y.

***

Model w:
21
Properties=species:S:1:pos:R:3 method="wB97M-V/def2-TZVPD" orbital_gap_ev=10.11 homo_energy_ev=-9.04 lumo_energy_ev=1.062
C -1.814 0.716 2.735
C -0.677 1.041 1.785
N -0.554 0.028 0.746
C 0.714 0.176 -0.025
C 0.495 -0.270 -1.445
C 0.165 -1.744 -1.588
N 1.745 -0.026 -2.212
H -1.669 -0.291 3.104
H -1.796 1.364 3.615
H -2.761 0.854 2.218
H -0.727 2.086 1.453
H 0.263 1.021 2.351
H -1.277 0.230 0.056
H 1.486 -0.456 0.415
H 1.041 1.216 0.018
H -0.310 0.240 -1.963
H -0.753 -2.036 -1.082
H 0.954 -2.343 -1.137
H 0.212 -2.013 -2.636
H 1.855 0.936 -2.495
H 1.808 -0.643 -3.007

***

Model x:
21
Properties=species:S:1:pos:R:3 method="wB97M-V/def2-TZVPD" orbital_gap_ev=9.70 homo_energy_ev=-8.61 lumo_energy_ev=1.087
C -2.427 -1.427 0.406
N -0.940 -1.338 0.576
C -0.242 -0.249 -0.172
C -0.115 -0.494 -1.664
C 1.119 -0.108 0.572
C 1.792 1.178 0.127
N 0.861 2.354 0.312
H -2.681 -2.234 1.096
H -2.770 -1.512 -0.614
H -2.814 -0.505 0.891
H -0.598 -2.244 0.250
H -0.864 0.593 0.122
H -0.928 -1.101 -2.064
H -0.025 0.479 -2.159
H 0.779 -0.997 -2.057
H 1.755 -0.980 0.383
H 0.901 -0.151 1.639
H 2.209 1.201 -0.882
H 2.675 1.331 0.807
H 1.041 2.627 1.275
H 1.274 3.118 -0.218

***

Model y:
21
Properties=species:S:1:pos:R:3 method="wB97M-V/def2-TZVPD" orbital_gap_ev=5.68 homo_energy_ev=-7.35 lumo_energy_ev=-1.665
C 0.491 -0.689 -1.317
C 0.873 -0.237 0.046
C 0.266 1.022 0.370
C -1.357 0.739 0.672
N -2.056 0.001 -0.224
C -2.222 -1.340 0.218
N 3.271 0.696 0.245
H -0.589 -0.690 -1.554
H 0.870 -1.701 -1.485
H 1.008 -0.056 -2.046
H 2.130 0.148 -0.077
H 0.984 -1.035 0.780
H 0.779 1.535 1.183
H 0.236 1.707 -0.472
H -1.799 1.737 0.654
H -1.367 0.365 1.703
H -1.259 -1.885 0.329
H -2.816 -1.937 -0.474
H -2.691 -1.375 1.207
H 3.820 1.250 -0.417
H 3.755 -0.197 0.349

***

The least stable of them is model y.